The following is a quantum chemistry calculation of the molecule C4H11N3O, from OMol25.

HOMO-LUMO gap in eV: 9.87
SMILES string: [H]/N=C(/C)[C@H](O)NCN
Relative energy (zero: lowest compared OMol25 entry of this formula, charge and spin) in kJ/mol: 145.1
Calculated total energy in eV: -10843.70785
Charge: 0

Positions of all 19 atoms, in Å:
O: -1.54198 0.12366 0.57247
N: 0.71667 -0.05268 1.18822
N: 1.03640 -1.31773 -1.42049
N: 0.15500 2.22601 1.15606
C: -1.31498 -1.47272 -1.73494
C: -0.40564 -0.68727 0.51751
C: -0.10776 -1.14988 -0.92361
C: 1.10028 1.23732 0.65177
H: -1.02335 -1.73229 -2.74752
H: -1.99008 -0.61975 -1.73370
H: -1.84235 -2.30679 -1.27593
H: 0.17893 2.23485 2.17059
H: 1.49988 -0.68950 1.25085
H: 0.38586 3.15194 0.81655
H: -1.23268 1.03795 0.72698
H: 2.13917 1.43594 0.96283
H: 1.82278 -1.09019 -0.81319
H: -0.62961 -1.61092 1.08592
H: 1.05347 1.28206 -0.45035

=====

The following is a quantum chemistry calculation of a 5-piece molecular cluster, C31H63O15P2S6 overall at a distorted geometry, from OMol25.

HOMO-LUMO gap in eV: 5.25
Calculated total energy in eV: -147465.28230
Charge: -1

Positions of all 117 atoms, in Å:
S: -4.13978 3.05835 1.42029
S: 6.97649 0.28914 -2.27539
S: -4.09280 -2.16205 2.67716
S: 0.84976 -1.45083 -4.17327
S: -0.13641 0.60641 6.08733
S: 2.76031 3.25794 -0.38580
P: -2.41811 -2.39717 1.62300
P: -2.16182 -0.71230 0.07015
O: -0.13596 -0.61874 5.33339
O: 1.96014 -2.07556 -3.50056
O: 0.69525 -4.97718 3.32674
O: -4.48675 2.09275 2.41234
O: 1.94225 2.63581 0.62104
O: 6.19174 0.67949 -3.42187
O: -5.16193 4.07124 1.27311
O: 6.74854 -0.94990 -1.57863
O: 0.27396 -0.21037 -3.71662
O: 1.16033 -4.13892 1.33724
O: 4.08709 3.75711 -0.09686
O: 0.73045 1.71020 5.75512
O: -5.38966 -2.88749 -1.36508
O: -2.80587 3.82941 1.92683
O: -5.68563 -4.18833 0.41221
C: 2.02876 -3.13415 0.75885
C: -2.20227 1.03580 7.71014
C: 1.34743 -4.25043 2.67287
C: -0.95347 -2.45223 -5.79003
C: 0.09281 0.21263 7.81628
C: -7.77315 -1.92351 0.90369
C: 0.79798 -1.13226 -0.29537
C: 1.23059 -1.30023 -5.92143
C: 8.42759 2.14000 -1.02175
C: -3.23350 -1.76527 -1.18540
C: 0.30962 -2.28844 -6.64544
C: 1.46080 -1.69459 1.00359
C: -3.88487 2.29589 -0.22793
C: 6.98016 1.64232 -1.09696
C: -0.91199 1.10425 8.53897
C: 2.11739 4.39409 -2.65930
C: -0.46275 -2.65097 -4.36034
C: -1.81460 1.21762 6.23770
C: 2.05394 2.88607 -2.92627
C: 8.70823 0.40184 -2.70901
C: -0.63854 -1.67773 -0.58285
C: 1.82351 4.56269 -1.17266
C: -1.47020 0.29340 2.67355
C: -6.14488 -3.41049 -0.34700
C: -2.39196 2.14527 -0.66183
C: -1.95645 0.73781 -1.16297
C: 9.08830 1.83939 -2.37213
C: -4.76135 -1.60046 -0.99976
C: -1.15396 0.28834 1.37362
C: -7.63969 -3.04421 -0.18344
C: 2.85157 2.18820 -1.82137
H: -3.35355 -0.16030 0.67390
H: -6.80602 -1.82785 1.43333
H: 6.31014 2.41595 -1.46995
H: -4.39486 2.99876 -0.91016
H: 0.76865 4.38856 -0.95742
H: 2.44616 2.63434 -3.91157
H: -4.47138 1.36658 -0.23911
H: 1.01337 2.55334 -2.89331
H: -1.69691 2.58985 0.07388
H: -1.56165 -3.29274 -6.12368
H: -2.42322 0.58382 -2.15418
H: 1.44657 -1.53815 -1.10401
H: 2.15642 -3.33596 -0.31538
H: 9.25322 -0.30638 -2.08437
H: -1.07180 0.77511 9.56638
H: -3.03010 -2.84971 -1.06926
H: 3.11942 4.76827 -2.88752
H: 8.95970 1.60666 -0.23009
H: -2.28724 2.81193 -1.54864
H: -2.53385 -3.67869 1.01128
H: -5.11443 -0.90666 -1.79122
H: 2.42987 1.21521 -1.57328
H: -5.04076 -1.27063 0.01301
H: 0.93167 -0.04118 -0.38577
H: 3.90098 2.07874 -2.09426
H: 8.84188 0.15524 -3.76040
H: 1.40417 4.94516 -3.27293
H: -0.86702 0.83204 -1.36579
H: -1.30107 -2.49204 2.49929
H: 2.13290 5.52884 -0.77839
H: -2.92288 1.79216 8.02167
H: -8.04423 -2.74600 -1.16790
H: -2.97414 -1.54004 -2.23966
H: -1.81631 2.26747 5.94849
H: 8.69588 2.51790 -3.13405
H: -2.46387 0.64954 5.57329
H: -2.67179 0.05896 7.84910
H: 1.12485 0.40177 8.10482
H: 0.07431 -1.94023 -7.65175
H: -0.72559 0.36503 3.47861
H: -8.13996 -3.97014 0.13670
H: -0.54581 2.13406 8.56692
H: -2.37533 4.30285 1.19469
H: 6.62742 1.28142 -0.13345
H: -7.95191 -0.95138 0.41518
H: 0.81018 -3.25515 -6.74192
H: -0.67050 -2.72611 -0.21189
H: 2.34857 -1.07390 1.23808
H: 8.46449 3.20250 -0.78187
H: -0.76626 -1.77513 -1.69960
H: 1.02938 -0.27231 -6.22084
H: -0.31378 0.96473 1.11326
H: -0.02813 -3.64218 -4.22809
H: 2.28112 -1.53448 -6.08083
H: 3.02764 -3.21012 1.23320
H: 10.17021 1.96771 -2.33141
H: -8.54464 -2.16698 1.64987
H: -0.14796 -0.84226 7.95117
H: 0.75595 -1.68456 1.85103
H: -1.23265 -2.47559 -3.61163
H: -1.56363 -1.54744 -5.85354
H: 2.17334 -3.66882 3.13972
H: -2.53181 0.28893 2.96444

=====

The following is a quantum chemistry calculation of a 11-piece molecular cluster, C33H88O33S11 overall at a distorted geometry, from OMol25.

HOMO-LUMO gap in eV: 10.60
SMILES string: CCOS(C)(=O)=O.CCOS(C)(=O)=O.CCOS(C)(=O)=O.CCOS(C)(=O)=O.CCOS(C)(=O)=O.CCOS(C)(=O)=O.CCOS(C)(=O)=O.CCOS(C)(=O)=O.CCOS(C)(=O)=O.CCOS(C)(=O)=O.CCOS(C)(=O)=O
Relative energy (zero: lowest compared OMol25 entry of this formula, charge and spin) in kJ/mol: 738.3
Calculated total energy in eV: -222391.11460
Charge: 0

Positions of all 165 atoms, in Å:
S: 2.98567 -11.65104 2.62328
S: -5.22828 -14.20223 6.73130
S: -6.70357 -7.99312 6.25227
S: -14.99868 -16.87078 5.47407
S: -4.41764 -21.01362 3.10820
S: 5.36617 -10.36603 9.80943
S: 3.44630 -15.77402 8.51009
S: -10.04894 -16.86292 14.31253
S: -4.55967 -13.65090 -1.25303
S: -1.79903 -8.12215 10.73732
S: -3.20272 -16.54178 15.40443
O: -4.09593 -20.32337 1.84753
O: -4.22439 -12.98543 6.31214
O: 5.29746 -8.96708 10.69075
O: 3.90604 -17.06830 9.51907
O: 2.67817 -12.92873 3.29092
O: 6.48233 -10.25271 8.87094
O: -5.62700 -14.65762 -0.59064
O: -5.18124 -12.80436 -2.24334
O: 2.73788 -14.82048 9.33085
O: -7.71518 -8.15920 4.94384
O: -3.72636 -13.07242 -0.22357
O: -15.22812 -18.03747 4.59882
O: -7.24513 -6.83909 6.97328
O: -9.63157 -18.25600 14.25802
O: -10.37746 -16.39132 15.93779
O: -5.72017 -20.88638 3.71916
O: -2.30595 -17.31697 16.24549
O: 2.47455 -10.41711 3.22752
O: 5.39948 -11.48773 10.69171
O: -3.37549 -17.20957 13.90619
O: -13.41503 -16.90180 5.94579
O: -9.12456 -15.79795 13.76245
O: -6.42621 -9.27739 6.99846
O: 4.56813 -15.28706 7.72083
O: -15.84501 -16.65027 6.63711
O: -1.25914 -8.18663 9.35548
O: -4.38863 -15.40415 6.95575
O: -3.19652 -8.99397 10.84813
O: -3.94580 -22.66066 2.94780
O: 4.62501 -11.53693 2.20016
O: -6.33489 -14.17377 5.75116
O: -3.02495 -15.11200 15.28651
O: -0.96534 -8.51297 11.86437
C: 5.58131 -9.29061 3.02929
C: 2.23623 -16.68696 7.37085
C: -4.30158 -24.98347 2.44429
C: -5.22186 -7.58443 5.28103
C: 5.18694 -16.92139 10.22066
C: -3.11502 -12.72114 7.08433
C: -3.54838 -14.95766 -2.06665
C: -10.95375 -18.40485 17.04445
C: -2.09153 -12.12303 6.16718
C: -1.93141 -15.94708 12.45315
C: -3.35593 -16.45844 12.70630
C: 5.21024 -10.26936 1.86618
C: -15.10530 -15.28549 4.49717
C: -11.70615 -16.63355 13.53673
C: 3.77491 -10.21099 8.81271
C: -5.80939 -13.57238 8.42710
C: -4.87499 -16.88759 15.99063
C: -12.39934 -16.86841 4.96789
C: -6.46717 -14.15185 0.48580
C: 6.36970 -17.66602 9.67178
C: -7.79904 -13.46275 -0.03751
C: -3.22271 -10.28065 12.98775
C: 5.28469 -9.26461 13.06686
C: -3.74814 -9.10042 12.20311
C: 4.49755 -8.95712 11.89096
C: 2.33665 -11.86208 0.87149
C: -9.44516 -9.27527 3.82783
C: -11.42908 -16.98471 16.61377
C: -11.17819 -17.61464 5.46562
C: -8.33847 -9.42726 4.80260
C: -2.59119 -6.52122 11.06425
C: -3.18111 -20.49298 4.41105
C: -4.77948 -23.52333 2.19553
H: 6.30445 -18.71217 9.97082
H: -5.37635 -6.63285 4.77239
H: -16.10116 -15.34475 4.05803
H: 3.77647 -11.00377 8.06465
H: -4.94135 -16.76501 17.07168
H: 4.93358 -17.17295 11.25053
H: -4.89261 -13.32065 8.96026
H: 1.25131 -11.95209 0.82663
H: 3.73516 -9.22013 8.36024
H: -11.59313 -16.45961 17.55476
H: 6.05108 -10.46485 1.20070
H: -9.12501 -8.94133 2.84086
H: -5.15332 -17.93488 15.87322
H: 3.66922 -9.64266 11.71208
H: -12.32601 -17.38877 14.01995
H: -6.14598 -14.42456 9.01752
H: -10.01902 -10.19256 3.69613
H: -3.51172 -6.59071 10.48470
H: -11.07698 -17.18018 6.46017
H: -12.70734 -17.43352 4.08819
H: 5.88453 -10.17355 13.02098
H: -3.21970 -25.11037 2.40525
H: -1.73432 -12.72385 5.33082
H: 6.40900 -17.48663 8.59736
H: 2.89205 -17.27390 6.72782
H: -4.64182 -25.26894 3.43970
H: 2.84446 -12.69138 0.37905
H: -8.37328 -14.04056 -0.76172
H: -12.21945 -15.87564 4.55543
H: -6.51818 -12.75200 8.31435
H: -14.28183 -14.96579 3.85859
H: -4.38135 -7.54547 5.97395
H: -12.12618 -15.65872 13.78451
H: -1.67482 -15.40523 13.36346
H: -3.96490 -15.27432 -3.02287
H: -7.60261 -12.43757 -0.35137
H: -10.15455 -8.50284 4.12488
H: -6.62402 -14.92626 1.23665
H: -12.31967 -17.02954 15.98693
H: -5.50790 -16.19372 15.43740
H: -1.20781 -11.68853 6.63448
H: -4.67406 -23.28297 1.13760
H: -15.17068 -14.55908 5.30721
H: -8.37659 -13.30808 0.87387
H: 1.48125 -17.21056 7.95733
H: -1.96830 -5.67943 10.76177
H: 5.47284 -15.87497 10.32725
H: -3.52972 -15.84144 -1.42891
H: -11.41001 -18.66258 5.65583
H: -5.83736 -23.49173 2.45627
H: -4.00676 -15.59232 12.82613
H: -2.65554 -13.54921 7.62403
H: -3.77934 -8.16332 12.75896
H: 6.19086 -8.41903 2.79075
H: 2.56868 -10.90502 0.40427
H: 5.93962 -8.43465 13.33206
H: -5.03931 -8.33618 4.51314
H: -10.32699 -17.47027 4.80024
H: 1.63020 -15.98293 6.80060
H: -8.69689 -9.70937 5.79257
H: -2.78045 -6.42477 12.13335
H: -11.01233 -19.05339 16.17035
H: -4.01007 -10.65376 13.64271
H: -1.82671 -15.32851 11.56181
H: -3.66084 -16.97008 11.79342
H: -11.55720 -16.74892 12.46314
H: -3.25626 -19.40664 4.45931
H: 4.52010 -9.67179 1.27061
H: -2.50553 -14.71293 -2.26830
H: 4.62274 -8.95978 3.42904
H: -1.19692 -16.75243 12.45877
H: -2.80307 -11.10568 12.41214
H: -3.60064 -20.91951 5.32217
H: -4.77691 -9.37512 11.97014
H: -7.64059 -10.18266 4.44147
H: -11.69017 -18.86855 17.70077
H: -4.71490 -25.65819 1.69461
H: -2.61764 -11.34727 5.61085
H: -2.50425 -9.94665 13.73634
H: 4.62998 -9.27047 13.93833
H: 6.10583 -9.89758 3.76723
H: 7.30951 -17.25694 10.04256
H: -3.33266 -11.95562 7.82913
H: 3.90980 -8.04459 11.99065
H: -5.91339 -13.42348 1.07817
H: 2.91221 -10.36893 9.45995
H: -9.93282 -18.35969 17.42363
H: -2.16963 -20.82064 4.17093

=====

The following is a quantum chemistry calculation of a 2-piece molecular cluster, C4H7O5S2 overall at a distorted geometry, from OMol25.

HOMO-LUMO gap (alpha / beta) in eV: 5.10 / 4.38
2S+1: 3
⟨S²⟩: 2.01
Calculated total energy in eV: -36168.35954
Charge: -1

Positions of all 18 atoms, in Å:
S: -1.10058 0.44844 0.90685
S: -0.74561 1.88390 -0.41852
O: -1.51972 -0.79008 0.27573
O: -1.98133 0.91294 1.96723
O: -0.85534 0.15442 -3.94343
O: 1.39499 1.06467 -2.89480
O: 1.40524 -0.64185 -1.43864
C: -0.46990 -0.39407 -2.92689
C: 0.83755 0.00451 -2.28650
C: 0.25911 -0.79530 2.81777
C: 0.52213 0.15032 1.67750
H: -0.12891 -1.72941 2.41845
H: 1.15159 -0.26152 0.89450
H: -1.00981 -1.20644 -2.42384
H: 0.70885 1.43162 -3.48886
H: 0.87733 1.12632 1.99571
H: 1.15667 -0.99869 3.40487
H: -0.50227 -0.35977 3.46286